{
  "formula": "C4H7BN4O2",
  "method": "ωB97M-V/def2-TZVPD",
  "elements": ["N", "C", "C", "B", "N", "O", "C", "N", "O", "C", "N", "H", "H", "H", "H", "H", "H", "H"],
  "coordinates": [[0.906, 3.117, 0.389], [0.696, 2.011, 0.122], [0.531, 0.602, -0.167], [0.561, -0.205, 1.218], [1.742, -0.937, 1.571], [-0.512, -0.177, 2.089], [-0.705, 0.325, -1.037], [-0.911, -1.099, -1.243], [-0.544, 0.956, -2.272], [-1.920, 0.852, -0.432], [-2.894, 1.337, -0.050], [1.395, 0.302, -0.749], [1.536, -1.693, 2.209], [2.217, -1.358, 0.786], [-0.786, -1.074, 2.274], [-1.412, -1.510, -0.474], [-0.022, -1.567, -1.347], [-0.049, 0.351, -2.821]],
  "mulliken_charge": [-0.507, -0.154, 0.200, 0.375, -0.506, -0.532, 0.869, -0.692, -0.489, -0.149, -0.457, 0.367, 0.240, 0.254, 0.283, 0.264, 0.263, 0.372],
  "energy_ha": -551.03758,
  "smiles": "N#C[C@@H](B(N)O)[C@](N)(O)C#N",
  "e_above_lowest_ev": 0.000,
  "homo_ha": -0.4033
}



{
  "formula": "C4H7BO3",
  "method": "ωB97M-V/def2-TZVPD",
  "elements": ["B", "C", "C", "C", "C", "O", "O", "O", "H", "H", "H", "H", "H", "H", "H"],
  "coordinates": [[2.660, -0.065, 0.075], [-0.907, 0.423, -1.078], [-0.047, 0.140, -0.088], [-2.273, 0.294, -0.461], [-2.025, -0.415, 0.800], [-0.650, -0.246, 1.086], [3.204, 0.750, 0.966], [3.141, -1.057, -0.666], [-0.807, 1.008, -2.016], [-2.619, 1.251, -0.339], [-3.043, -0.125, -1.157], [-2.690, 0.003, 1.554], [-2.173, -1.476, 0.618], [4.145, 0.674, 1.293], [4.084, -1.160, -0.586]],
  "mulliken_charge": [0.189, -0.273, -0.017, -0.422, -0.349, -0.392, -0.314, -0.318, 0.319, 0.237, 0.299, 0.294, 0.247, 0.251, 0.249],
  "multiplicity": 3,
  "energy_ha": -407.02075,
  "e_above_lowest_ev": 1.460,
  "s2": 2.015,
  "homo_ha": [-0.2265, -0.3055]
}



{
  "formula": "C4H7BiO3",
  "method": "ωB97M-V/def2-TZVPD",
  "elements": ["H", "Bi", "O", "C", "O", "C", "H", "H", "O", "C", "C", "H", "H", "H", "H"],
  "coordinates": [[-1.181, -1.333, -1.529], [-3.769, -1.743, 0.752], [-2.599, -0.532, -0.226], [-1.655, -0.470, -1.015], [-1.209, 0.692, -1.377], [-0.138, 0.784, -2.227], [0.138, 1.806, -2.464], [0.185, -0.101, -2.771], [0.406, -0.967, 0.516], [0.822, 0.061, 1.009], [1.955, 0.150, 1.968], [0.344, 1.031, 0.743], [2.377, -0.835, 2.194], [2.723, 0.813, 1.540], [1.600, 0.643, 2.887]],
  "mulliken_charge": [0.359, 1.377, -0.378, 0.507, -0.124, 0.143, 0.328, 0.325, -0.366, 0.439, -1.052, 0.406, 0.335, 0.348, 0.355],
  "charge": 3,
  "multiplicity": 2,
  "energy_ha": -595.49004,
  "e_above_lowest_ev": 0.000,
  "s2": 1.039,
  "homo_ha": [-0.8095, -0.7814]
}



{
  "formula": "C4H7Br",
  "method": "ωB97M-V/def2-TZVPD",
  "elements": ["C", "C", "C", "C", "Br", "H", "H", "H", "H", "H", "H", "H"],
  "coordinates": [[-0.175, 1.489, -0.101], [0.060, -0.003, 0.430], [1.280, -0.469, -0.333], [-1.203, -0.855, 0.204], [2.985, 0.105, -0.004], [-0.182, 1.441, -1.157], [0.344, 2.509, 0.243], [0.261, -0.080, 1.564], [1.171, -0.743, -1.434], [-1.068, -2.008, 0.084], [-1.794, -0.475, -0.665], [-1.677, -0.910, 1.168]],
  "mulliken_charge": [-0.921, 0.528, -0.610, -1.142, -0.092, 0.372, 0.286, 0.288, 0.348, 0.295, 0.318, 0.330],
  "energy_ha": -2730.46123,
  "e_above_lowest_ev": 3.999,
  "homo_ha": [-0.2957, -0.3217]
}



{
  "formula": "C4H7BrCl4NO2P",
  "method": "ωB97M-V/def2-TZVPD",
  "elements": ["O", "N", "O", "P", "C", "C", "C", "Br", "H", "H", "H", "H", "H", "H", "H", "C", "Cl", "Cl", "Cl", "Cl"],
  "coordinates": [[4.336, 0.909, -1.871], [3.800, 0.240, -1.091], [2.835, -0.644, -1.729], [1.543, -0.916, -0.682], [0.187, -1.019, -1.911], [-1.130, -1.145, -1.109], [-2.015, 0.093, -1.201], [-1.373, 1.513, -0.045], [1.648, -2.317, -0.476], [0.326, -1.878, -2.565], [0.166, -0.126, -2.534], [-1.705, -2.014, -1.430], [-0.898, -1.291, -0.048], [-2.042, 0.491, -2.212], [-3.014, -0.152, -0.855], [-0.532, 1.648, 3.951], [0.295, 0.399, 3.023], [0.230, 1.809, 5.537], [-0.425, 3.191, 3.094], [-2.231, 1.209, 4.155]],
  "mulliken_charge": [-0.272, 0.262, -0.274, 0.173, -0.650, -0.695, -0.703, -0.133, 0.022, 0.383, 0.407, 0.354, 0.381, 0.396, 0.380, 0.302, -0.043, -0.105, -0.093, -0.094],
  "energy_ha": -5117.87602,
  "smiles": "ClC(Cl)(Cl)Cl.O=NOPCCCBr",
  "e_above_lowest_ev": 0.000,
  "homo_ha": -0.3456
}



{
  "formula": "C4H7BrClCuNO4",
  "method": "ωB97M-V/def2-TZVPD",
  "elements": ["Cu", "Br", "Cl", "O", "O", "O", "O", "C", "C", "C", "C", "N", "H", "H", "H", "H", "H", "H", "H"],
  "coordinates": [[2.062, -1.584, -0.723], [1.313, -3.841, 0.449], [0.157, 0.830, -3.162], [1.101, 0.036, -2.390], [-0.516, 1.761, -2.304], [0.893, 1.516, -4.179], [-0.776, -0.072, -3.789], [-1.084, -0.880, 2.008], [-1.011, 0.089, 0.849], [0.069, 1.175, 0.984], [1.361, 0.500, 1.015], [2.380, -0.029, 1.050], [-2.055, -1.340, 2.184], [-0.963, -0.327, 2.958], [-0.278, -1.604, 2.141], [-1.971, 0.590, 0.715], [-0.792, -0.445, -0.079], [0.116, 1.623, 1.989], [-0.004, 2.001, 0.283]],
  "mulliken_charge": [0.353, -0.624, 1.696, -0.580, -0.655, -0.679, -0.666, -1.189, -0.153, -0.436, 0.502, -0.642, 0.342, 0.305, 0.258, 0.332, 0.179, 0.338, 0.319],
  "charge": -1,
  "energy_ha": -5186.86263,
  "e_above_lowest_ev": 0.368,
  "homo_ha": -0.2098
}



{
  "formula": "C4H7BrN2O",
  "method": "ωB97M-V/def2-TZVPD",
  "elements": ["C", "C", "C", "C", "N", "N", "O", "Br", "H", "H", "H", "H", "H", "H", "H"],
  "coordinates": [[-1.027, 1.954, -0.704], [0.558, 0.019, 0.769], [0.721, -2.256, 0.164], [-1.498, 2.153, 0.628], [-1.738, 1.187, -1.485], [1.720, 0.419, 0.947], [-0.092, -1.067, 0.529], [-0.501, 3.317, 1.583], [-0.222, 2.549, -0.971], [0.689, -2.351, -0.908], [0.336, -3.052, 0.644], [1.760, -1.971, 0.505], [-2.311, 1.756, 1.120], [-1.466, 1.163, -2.380], [1.982, 1.386, 1.335]],
  "mulliken_charge": [-0.132, 0.568, -0.663, -0.267, -0.672, -0.622, -0.309, -0.101, 0.436, 0.252, 0.226, 0.323, 0.444, 0.243, 0.275],
  "energy_ha": -2915.19218,
  "e_above_lowest_ev": 3.403,
  "homo_ha": [-0.2736, -0.2991]
}



{
  "formula": "C4H7BrOS",
  "method": "ωB97M-V/def2-TZVPD",
  "elements": ["C", "C", "C", "C", "O", "S", "Br", "H", "H", "H", "H", "H", "H", "H"],
  "coordinates": [[0.131, 1.115, 0.289], [-0.694, 0.300, 1.297], [-0.162, -0.712, -1.259], [0.920, 0.201, -0.581], [-0.708, -2.335, 0.665], [-1.299, -1.071, 0.233], [2.373, -0.869, 0.437], [-0.564, 1.723, -0.491], [0.843, 1.694, 0.824], [-0.101, -0.042, 2.089], [-1.609, 0.898, 1.630], [-0.813, -0.054, -1.958], [0.117, -1.575, -1.744], [1.567, 0.728, -1.430]],
  "mulliken_charge": [-0.592, -0.625, -0.772, -0.186, -0.585, 0.421, -0.136, 0.274, 0.320, 0.446, 0.324, 0.323, 0.442, 0.346],
  "energy_ha": -3203.98404,
  "e_above_lowest_ev": 0.812,
  "homo_ha": -0.3214
}



{
  "formula": "C4H7BrOS",
  "method": "ωB97M-V/def2-TZVPD",
  "elements": ["C", "C", "C", "C", "O", "S", "Br", "H", "H", "H", "H", "H", "H", "H"],
  "coordinates": [[-2.813, 1.197, -0.741], [-1.633, 1.266, -0.197], [1.623, -1.575, 1.094], [0.758, -0.227, -1.078], [2.583, 0.854, 0.438], [1.304, 0.160, 0.510], [-0.973, 2.022, 1.342], [-3.707, 1.672, -0.345], [-2.954, 0.646, -1.657], [2.023, -1.508, 2.099], [2.335, -2.055, 0.430], [0.674, -2.096, 1.090], [0.878, 0.517, -1.841], [-0.099, -0.872, -1.145]],
  "mulliken_charge": [-0.437, 0.012, -0.904, -0.824, -0.645, 0.654, -0.061, 0.255, 0.227, 0.314, 0.318, 0.314, 0.396, 0.380],
  "energy_ha": -3203.83209,
  "e_above_lowest_ev": 4.947,
  "homo_ha": [-0.3279, -0.3014]
}



{
  "formula": "C4H7CeO2",
  "method": "ωB97M-V/def2-TZVPD",
  "elements": ["H", "O", "C", "H", "C", "C", "C", "H", "H", "H", "H", "H", "O", "Ce"],
  "coordinates": [[-0.726, 2.598, 1.025], [1.158, 2.208, 0.356], [0.040, 1.806, 0.912], [0.242, 1.111, 1.758], [-0.863, 0.514, -0.310], [-0.528, -0.885, -0.478], [0.488, -1.962, -0.411], [-1.794, 0.595, 0.264], [-0.987, 1.042, -1.264], [-1.424, -1.413, -0.115], [0.082, -1.199, -1.653], [0.094, -2.966, -0.176], [1.641, -1.708, 0.118], [2.577, 0.258, -0.026]],
  "mulliken_charge": [0.382, -0.618, -0.342, 0.360, -1.019, 0.151, -0.218, 0.390, 0.385, 0.307, 0.317, 0.464, -0.545, 1.987],
  "charge": 2,
  "multiplicity": 2,
  "energy_ha": -781.37227,
  "e_above_lowest_ev": 1.673,
  "s2": 0.754,
  "homo_ha": [-0.6017, -0.6028]
}



> What is the formula in the sixth record?

C4H7BrClCuNO4



What did the tenth record say?
{
  "formula": "C4H7CeO2",
  "method": "ωB97M-V/def2-TZVPD",
  "elements": ["H", "O", "C", "H", "C", "C", "C", "H", "H", "H", "H", "H", "O", "Ce"],
  "coordinates": [[-0.726, 2.598, 1.025], [1.158, 2.208, 0.356], [0.040, 1.806, 0.912], [0.242, 1.111, 1.758], [-0.863, 0.514, -0.310], [-0.528, -0.885, -0.478], [0.488, -1.962, -0.411], [-1.794, 0.595, 0.264], [-0.987, 1.042, -1.264], [-1.424, -1.413, -0.115], [0.082, -1.199, -1.653], [0.094, -2.966, -0.176], [1.641, -1.708, 0.118], [2.577, 0.258, -0.026]],
  "mulliken_charge": [0.382, -0.618, -0.342, 0.360, -1.019, 0.151, -0.218, 0.390, 0.385, 0.307, 0.317, 0.464, -0.545, 1.987],
  "charge": 2,
  "multiplicity": 2,
  "energy_ha": -781.37227,
  "e_above_lowest_ev": 1.673,
  "s2": 0.754,
  "homo_ha": [-0.6017, -0.6028]
}